(1)
Here is 6 unconnected molecules or ions with the total composition C30H56Cl2N2O8PS2 from the Open Molecules 2025 dataset. Energies are from ωB97M-V/def2-TZVPD.

* spin multiplicity: 1
* total charge: -1
* E_tot: -107373.045 eV
* E_HOMO: -4.7 eV
* largest force on an atom: 7.955 eV/Å
* HOMO-LUMO gap: 6.65 eV

Structure (XYZ):
```
101
C30H56Cl2N2O8PS2 ωB97M-V/def2-TZVPD
H 0.30471 -3.30847 4.27755
H -5.36656 5.66567 -8.91664
H 0.88398 1.72819 -3.90556
H -7.57607 -4.29458 5.71536
N 0.57776 1.26378 0.63739
H -4.75804 4.13808 -8.24131
H -2.20404 1.52681 -1.61966
H 1.53218 -2.17330 3.36832
H 5.62690 -5.41451 2.71074
Cl 2.62873 0.53904 2.87826
S -3.51012 0.11771 3.15687
H -3.26114 -2.74516 5.57512
C 4.41503 -6.73601 0.49820
C 3.84506 -6.05476 1.71352
C 0.73115 2.66271 1.18932
C 0.01171 2.29459 -3.31937
C -1.62456 1.55922 -0.58843
C -1.94432 -0.90884 3.53550
H -1.37707 -2.93175 5.61214
C 2.41522 3.03917 -7.37010
C 5.58551 -0.43192 3.09193
C 2.30627 2.38895 -8.72336
H -0.55055 3.52223 -5.17340
H 8.01694 0.13037 4.46378
H -3.51911 4.29502 -5.86132
C 0.28691 -0.23546 -1.47869
C -2.38331 0.57248 0.47711
H 3.33409 2.20499 -0.04823
O 2.73840 -6.35869 2.15580
H -3.48618 -3.55301 3.12882
C -0.15616 3.75485 -4.07088
H -1.76652 -4.35888 3.13081
O 1.65346 3.94416 -7.03331
H 5.34842 -7.24126 0.75898
C -2.36880 -3.40030 3.49187
H 5.96279 -0.61508 2.08267
H 0.21294 3.52335 -1.41125
C 4.68166 -4.98721 2.36672
H 4.47383 2.69091 -6.90113
C -0.43804 -2.42420 2.18926
C -4.43706 5.85419 -7.00398
C 6.39506 -1.21480 4.09078
H 0.88863 4.30454 -4.23875
H -3.40004 5.91491 -5.13885
H 0.01024 -1.44790 1.68425
C 0.00254 1.23615 -0.76085
C 3.49234 2.53916 -6.44489
H -1.67361 2.69556 -0.23631
O 3.41222 1.19099 -0.12616
H -1.60414 -0.21584 0.85411
H 1.38394 3.52689 0.68701
H 4.86612 -4.17497 1.65908
H -0.56675 -3.20661 1.30548
O -0.55075 -1.45311 -1.21670
H -3.20383 -0.02383 -0.15259
H -2.57126 2.30269 2.10452
H 3.33318 1.48001 -6.22745
H 4.58773 -6.00170 -0.29263
H -2.45718 -4.47280 5.50060
H 1.24994 -3.90087 2.67080
C -7.12299 -3.38818 6.12483
H -7.80914 -1.50305 4.10354
H -7.48982 -3.08439 3.31711
H 4.14414 -4.58350 3.23135
C 0.08478 3.05853 2.50310
C -4.54601 5.20397 -8.35724
C -3.35994 5.35418 -6.07877
H -2.37845 5.50592 -6.53500
H 2.09424 1.32307 -8.60743
H -0.70105 3.93725 2.59288
Cl -1.45039 4.85475 -3.29376
H -7.89547 -2.71324 6.50186
H 1.76631 2.46365 -1.71201
H 5.63337 0.63397 3.32862
C -2.35854 -3.34343 5.12626
O -5.10328 -2.51782 5.19481
H -3.61735 5.34891 -8.91494
O 5.87352 -2.06738 4.80758
C 0.57434 2.43817 -1.75165
H 3.45224 3.09990 -5.50497
P 2.13808 0.41304 0.77137
H 1.48572 2.85066 -9.28276
H -0.95179 1.63618 -3.40249
C -6.31293 -2.69581 5.06152
C -3.11984 1.32838 1.73047
C -7.04032 -2.22966 3.82881
H 4.54011 -0.75491 3.13923
H 3.70224 -7.48312 0.13328
S -0.85963 -0.22687 4.64910
H 3.23493 2.53389 -9.28106
H -4.19347 1.69547 1.36320
H -6.32987 -1.74788 3.14869
H 8.32365 -1.55434 4.94111
N -1.80442 -2.20183 2.78262
H -6.46677 -3.66885 6.95555
O 1.33187 -0.46295 -2.32313
H 0.38089 2.51048 3.50274
C 7.86749 -0.91406 4.17859
C 0.69552 -3.01115 3.21551
O -5.19882 6.75917 -6.66719
H 8.34645 -1.11868 3.21778
```

Atomic partial charges in e from the Löwdin method, atoms 1 to 5:
1. H 0.061
2. H 0.080
3. H 0.118
4. H 0.084
5. N -0.289

***

(2)
Here is a molecular structure, C60H94BCsN10O2P3Si from the Open Molecules 2025 dataset. Energies are from ωB97M-V/def2-TZVPD.

* spin multiplicity: 2
* total charge: 0
* relative energy (zero: lowest compared OMol25 entry of this formula, charge and spin): 0.399 eV
* E_tot: -119714.220 eV
* E_HOMO (alpha / beta): -6.1 / -8.2 eV
* largest force on an atom: 1.691 eV/Å
* HOMO-LUMO gap (alpha / beta): 6.15 / 8.13 eV

Structure (XYZ):
```
172
C60H94BCsN10O2P3Si ωB97M-V/def2-TZVPD
N -3.20637 0.70759 0.95843
O -2.80239 -1.78656 0.03960
B 1.80887 -2.62086 -3.38044
H -2.53728 -0.48565 4.34084
H -4.92647 2.61477 -4.60588
H 1.81869 -0.85067 8.42712
H -1.10775 1.51297 8.06236
C -0.90338 4.61432 4.28510
C -1.54974 -2.54419 -5.00378
H -0.69474 -0.16921 8.35064
H -1.09137 4.43979 -1.26746
H -5.72293 -4.03203 -0.27094
C 1.69217 -4.73178 -0.33073
C -2.91874 -1.43194 3.93873
H 1.28465 2.08656 7.80342
H 4.71967 2.97804 5.56356
H 3.28548 3.18638 -0.71227
H -5.21402 0.08888 0.75270
C 3.99650 3.06342 4.76225
C 2.22762 0.91256 -2.81574
N 1.90094 -3.29833 -1.99401
H -1.58532 -1.41560 2.24896
H 1.49548 -5.61823 0.24468
C -0.38092 0.73522 7.81716
N 2.29680 -2.62972 -0.88609
H -4.08489 -1.89936 5.70733
H 4.29178 1.38494 -3.53094
C 1.22754 4.81561 0.17686
H 2.43938 -3.18497 1.11399
H 4.51424 0.83209 0.44027
H -1.73720 -1.77178 6.42756
H -1.29821 -4.25661 4.71661
C -3.93244 -1.43155 0.30026
C -2.31249 2.61903 3.59950
H -5.55577 0.97585 -4.48542
C 2.96584 -0.99633 2.76965
H -4.90146 1.91440 -0.92663
H -1.27255 5.13300 -2.87869
H -0.11707 1.38167 5.78149
Cs -0.41309 -1.18405 -0.67996
H -2.34599 -3.38253 6.73666
H -0.42210 0.90127 -5.13149
C -1.44653 2.36310 -3.91982
C 2.14066 -1.64578 3.69871
H -2.65621 1.70563 4.09442
H 0.97103 3.57338 -1.58166
N 0.32399 -2.66163 -3.84567
H -2.25609 -2.46250 -5.81061
H -3.09042 1.30794 0.14230
H -3.61367 4.89120 -4.13433
C -1.84372 -2.07344 3.07400
H -4.18159 5.86607 -2.78737
H 0.20580 5.21383 0.14854
C 3.31775 4.25545 4.55690
H -1.02442 3.02854 -5.91559
H 1.03040 1.30957 9.35844
C -0.85849 4.88333 2.78320
C 0.61765 -0.62574 5.93067
C 1.60091 4.40537 -1.25278
H -3.93408 1.24636 -5.10640
H 1.91718 -3.35488 4.98568
N 1.51167 -0.19988 -2.76772
H -1.97001 3.30839 5.63432
H 0.49137 -2.40701 -5.92463
H 3.78816 6.05552 -1.61246
H 1.38783 5.24944 -1.91971
C -2.10581 3.73671 4.63951
C 3.96035 5.20531 -0.94296
H -2.24744 -2.99057 2.62921
H -1.75456 4.28006 -4.92669
N 2.29112 -1.16225 -3.29419
H 1.92477 6.27907 1.64138
C -3.06846 4.12969 -2.15628
H 5.27973 -5.10551 -5.36564
H -2.02656 0.37540 -4.63879
C 2.81592 2.06455 2.89514
C 2.40642 4.35963 3.51724
C -0.64475 3.57850 1.98117
C 2.01202 -0.19925 6.38813
H -0.65579 0.37982 -3.49401
H 1.93736 6.81303 -0.01712
H -2.03186 5.92142 -1.50226
C -1.77817 3.21418 -5.14675
H 4.24744 1.04061 4.12623
H -3.58278 4.07861 -1.18725
H -0.52062 2.77548 -3.49578
C 2.16022 3.28334 2.66434
C -4.01404 4.84016 -3.12496
C 2.15188 5.95222 0.62931
C 3.07492 4.03958 -1.36796
H 4.23503 -1.29396 -4.10462
C -5.25548 1.75595 -1.94619
H 3.44708 -0.43187 -0.22235
H 1.16562 -5.22203 -2.44602
C 1.52703 -4.55412 -1.68302
C 4.41822 -4.47694 -5.23539
H -4.98694 4.35675 -3.17926
H -3.10368 2.91638 2.90120
H 3.07045 1.25940 -0.48078
C -3.30572 -2.35162 5.09002
C -0.17553 -2.51327 -5.08697
C 1.01461 1.13743 8.28033
H 2.29321 0.70882 5.85149
C -1.80164 -2.71585 -3.63616
C 2.03872 0.07838 7.88876
H -0.08706 -3.48794 5.71377
C -4.78240 -3.49962 -0.37724
C 3.76015 -4.18907 -4.06268
H -2.74780 -2.79747 -3.12329
N 2.72656 -3.36841 -4.35518
C 3.48837 -0.66413 -3.65384
H -1.39725 0.20437 5.97999
H -0.94637 5.55316 4.84139
C 3.73416 1.97661 3.94389
H -1.30449 3.60402 1.10423
N -4.24926 -0.20728 0.78611
C -0.58521 -2.43268 3.86819
C -2.08218 -2.68641 5.93696
C -0.39037 0.46364 6.31703
C 4.20943 -1.57411 2.47455
H 0.04042 -3.05187 3.21611
H -1.80903 5.34066 2.48584
C -4.65716 1.58640 -4.36868
H -4.49250 -3.44614 -1.42593
H -2.74892 2.98083 -5.58070
H -3.00433 4.35670 4.69016
H 3.87651 -3.70891 -7.27133
P 0.50124 -0.90843 4.09248
H 4.09561 -4.33171 4.42892
H 1.88249 5.29232 3.38465
C 2.56145 -2.84404 4.28027
H 3.49859 5.10539 5.20243
O -5.02823 -2.18437 0.13567
C 3.79036 -3.39962 3.97124
C 3.70280 -3.76254 -6.20980
C -0.95994 -3.28241 5.08985
H -5.97365 0.93331 -1.93006
C -1.03818 2.34514 2.80742
H 5.01490 4.93993 -1.03409
H 1.80451 1.83683 -2.45145
C 3.63272 5.61341 0.48943
C 3.47538 0.55464 0.24192
Si 2.45710 0.56360 1.81043
C -1.79202 4.94989 -1.93785
N 2.69681 -3.09338 -5.67547
H 3.04242 0.38425 8.19223
C -4.12795 1.45653 -2.94098
H 3.95662 -4.49524 -3.05092
H 4.23374 6.47286 0.79590
H 0.01954 4.11684 4.59092
H -5.80262 2.65431 -2.23388
H -3.83914 0.40595 -2.80166
H -0.23132 2.06988 3.49635
H 3.30664 3.71349 -2.38445
H -3.99338 -3.98929 0.19096
C 2.17502 -3.48928 0.11447
H -3.72683 -3.27644 4.67895
H 2.75362 -0.95731 6.13142
H 5.58791 -3.17689 2.81521
H 3.89352 4.79215 1.16404
H -3.36350 1.25586 1.79437
H -1.15551 1.48255 2.14861
C 3.49575 0.68206 -3.36602
P 1.01363 3.26456 1.22108
H 0.36025 -1.55218 6.46137
P -2.57017 2.35820 -2.44159
H 4.86022 -1.10085 1.75252
C -1.14042 0.91736 -4.30903
C 4.62443 -2.75321 3.06806
N -0.67457 -2.78667 -2.94391
H -0.09462 5.62307 2.54253
H -3.79181 -1.18187 3.33141
```

Atomic partial charges in e from the Löwdin method, atoms 1 to 5:
1. N 0.081
2. O -0.249
3. B -0.695
4. H 0.080
5. H 0.065

***

(3)
Here is a single C5H9NO3S molecule from the Open Molecules 2025 dataset. Energies are from ωB97M-V/def2-TZVPD.

* SMILES string: CCS(=O)(=O)[C@@H](C#N)OC
* spin multiplicity: 1
* total charge: 0
* relative energy (zero: lowest compared OMol25 entry of this formula, charge and spin): 3.859 eV
* E_tot: -23795.427 eV
* E_HOMO: -10.6 eV
* largest force on an atom: 5.212 eV/Å
* HOMO-LUMO gap: 11.08 eV

Structure (XYZ):
```
19
C5H9NO3S ωB97M-V/def2-TZVPD
H 1.90261 -2.69247 -0.82933
H 2.21383 -2.48309 0.69838
S 0.05062 1.15095 -0.04641
H -1.66199 0.24449 -1.13431
C 1.40413 -2.47401 0.06421
H -1.61508 -0.37306 0.63723
C 2.52147 0.13828 0.01808
H -2.68656 1.65114 1.39294
O 0.16517 2.08513 -1.17424
N 3.64391 0.40566 0.04848
H -2.24239 2.49875 0.00920
O 0.58675 -1.32492 0.21060
O 0.47115 1.68166 1.21897
C 1.16997 -0.24744 -0.39604
H 0.87294 -3.29383 0.42504
H -3.54010 1.37649 -0.07151
H 1.09758 -0.46047 -1.43897
C -2.61231 1.63729 0.36194
C -1.74170 0.47945 0.00575
```

Atomic partial charges in e from the Löwdin method, atoms 1 to 5:
1. H 0.093
2. H 0.071
3. S 0.724
4. H 0.132
5. C -0.060